No. 1
{"formula": "C11H23P2Ti", "method": "ωB97M-V/def2-TZVPD", "homo_lumo_gap_ev": [6.2, 6.4], "multiplicity": 2, "e_lumo_ev": [0.1, 0.0], "e_homo_ha": [-0.22409, -0.23525], "symbols": ["C", "C", "C", "C", "C", "Ti", "P", "H", "H", "H", "H", "H", "H", "H", "H", "C", "C", "P", "C", "C", "C", "C", "H", "H", "H", "H", "H", "H", "H", "H", "H", "H", "H", "H", "H", "H", "H"], "positions_angstrom": [[-0.5812, -1.4146, -3.4856], [-0.9472, -0.4802, -4.4311], [-0.7278, 0.9067, -4.3283], [-0.0424, 1.4993, -3.2480], [0.7889, 0.8419, -2.3243], [-0.6924, -0.2949, -1.8496], [-0.0335, -2.6152, -0.9599], [-0.6029, -2.4829, -3.6831], [-1.4426, -0.8174, -5.3513], [-1.0474, 1.5551, -5.1455], [1.6539, 1.3151, -1.8616], [-0.1033, 2.5907, -3.2373], [1.2672, -2.8228, -0.3942], [0.0212, -3.6773, -1.9058], [-0.7834, -3.2979, 0.0391], [-2.4990, 1.0506, 1.6338], [-1.0321, 1.4340, 1.4803], [0.0138, 0.1815, 0.6516], [1.6865, 0.9251, 0.7340], [2.3317, 1.1401, 2.1025], [0.1571, -1.2230, 1.8480], [0.2263, -0.8913, 3.3271], [-2.9908, 0.9494, 0.6593], [-3.0251, 1.8401, 2.1856], [-2.6364, 0.1136, 2.1833], [-0.9554, 2.3410, 0.8697], [-0.5765, 1.6809, 2.4476], [2.3341, 0.2890, 0.1147], [1.6080, 1.8905, 0.2143], [2.6637, 0.2047, 2.5640], [3.2258, 1.7667, 1.9710], [1.6758, 1.6634, 2.8083], [-0.7058, -1.8828, 1.6679], [1.0558, -1.7895, 1.5454], [-0.5845, -0.2306, 3.6385], [0.1311, -1.8267, 3.8899], [1.1688, -0.4323, 3.6296]], "atomic_forces_ev_per_a": [[0.229, -0.323, 0.686], [-0.229, -0.515, -0.727], [-0.435, -0.102, 0.872], [1.126, 0.842, -0.518], [-0.342, -0.247, 0.614], [0.221, -0.335, -0.728], [-0.052, -0.334, -0.304], [-0.152, 0.108, -0.519], [0.161, 0.118, 0.082], [-0.442, -0.087, 0.477], [-0.310, 0.475, -0.236], [0.425, 0.038, -0.303], [-0.494, -0.022, -0.150], [-0.009, 0.247, 0.315], [0.340, -0.216, -0.110], [-0.167, 0.109, 0.101], [0.297, 0.225, 0.307], [0.103, -0.171, -0.248], [0.149, 0.213, 0.028], [0.372, 0.266, 0.034], [-0.116, 0.045, -0.105], [0.024, -0.291, 0.513], [0.086, -0.041, 0.126], [0.028, -0.215, -0.127], [0.053, 0.087, -0.073], [0.052, -0.101, 0.003], [-0.211, 0.001, -0.068], [-0.173, 0.169, 0.028], [0.004, -0.282, 0.049], [-0.056, 0.192, -0.154], [-0.189, -0.154, 0.084], [0.102, -0.120, -0.136], [0.282, 0.202, 0.080], [-0.357, 0.193, 0.090], [-0.003, -0.058, 0.021], [-0.038, 0.180, 0.070], [-0.279, -0.094, -0.075]], "mulliken_spin": [-0.061, 0.003, -0.057, 0.063, -0.072, 1.033, 0.034, -0.001, -0.001, 0.000, 0.014, 0.001, 0.004, -0.001, 0.014, 0.012, -0.016, 0.017, -0.004, 0.003, -0.005, 0.000, 0.007, 0.000, 0.002, 0.002, -0.001, 0.009, 0.002, 0.000, -0.001, 0.000, -0.002, 0.001, 0.001, 0.000, 0.000]}

***

No. 2
{"formula": "C11H23P2V", "method": "ωB97M-V/def2-TZVPD", "charge": 1, "homo_lumo_gap_ev": [7.9, 7.7], "multiplicity": 2, "e_lumo_ev": [-3.6, -3.5], "e_homo_ha": [-0.42150, -0.41132], "symbols": ["C", "C", "C", "C", "C", "V", "P", "H", "H", "H", "H", "H", "H", "H", "H", "C", "C", "P", "C", "C", "C", "C", "H", "H", "H", "H", "H", "H", "H", "H", "H", "H", "H", "H", "H", "H", "H"], "positions_angstrom": [[0.6480, 0.3719, -3.9092], [-0.6353, -0.3436, -3.8544], [-0.4404, -1.5051, -3.1055], [0.9672, -1.5314, -2.6822], [1.6558, -0.4390, -3.2980], [0.1882, 0.3580, -1.6799], [-0.3358, 2.5290, -1.2788], [0.8279, 1.2910, -4.4713], [-1.5719, 0.0023, -4.2942], [-1.1943, -2.2488, -2.8430], [2.7235, -0.2252, -3.2442], [1.4380, -2.3457, -2.1266], [-1.3031, 2.7846, -0.2774], [-0.8598, 3.2961, -2.3493], [0.7149, 3.3759, -0.8476], [-2.4478, 0.6168, 2.2909], [-0.9268, 0.7316, 2.3350], [-0.1650, 0.2347, 0.7355], [1.5492, 0.8274, 1.0624], [2.1500, 0.4047, 2.4019], [-0.6767, -1.5309, 0.6445], [-0.4164, -2.3480, 1.9094], [-2.8547, 1.2387, 1.4653], [-2.8724, 0.9796, 3.2506], [-2.7717, -0.4332, 2.1483], [-0.6791, 1.7995, 2.5145], [-0.5321, 0.1382, 3.1821], [2.1953, 0.4229, 0.2548], [1.5664, 1.9347, 0.9983], [2.1788, -0.6975, 2.4904], [3.1930, 0.7813, 2.4615], [1.5975, 0.8421, 3.2561], [-1.7499, -1.5891, 0.3696], [-0.0935, -1.9995, -0.1711], [-1.0168, -1.9899, 2.7672], [-0.7075, -3.4031, 1.7239], [0.6590, -2.3328, 2.1700]], "atomic_forces_ev_per_a": [[-0.495, -0.346, -0.336], [0.922, 1.076, 0.517], [1.494, -0.021, 0.855], [-0.805, -0.664, -0.638], [-1.282, 0.220, 0.824], [0.999, -1.213, -1.916], [-1.141, 2.279, -0.296], [-0.102, -0.405, 0.195], [0.386, -0.140, 0.171], [0.298, 0.290, -0.086], [-0.407, -0.073, 0.026], [-0.200, 0.274, -0.275], [0.259, 0.286, -0.251], [0.135, 0.128, 0.309], [-0.202, -0.068, -0.067], [-0.551, 0.023, 0.134], [-0.583, 0.912, -0.089], [-1.072, -0.111, 0.797], [0.843, -1.098, -0.047], [0.629, 0.012, 0.416], [1.152, -1.094, 0.550], [-0.178, -0.657, 0.307], [0.073, -0.424, 0.508], [0.141, -0.246, -0.637], [0.063, 0.602, 0.056], [0.107, -0.585, -0.025], [0.078, 0.262, -0.652], [-0.066, 0.382, 0.167], [-0.360, -0.591, -0.217], [-0.010, 0.602, 0.106], [-0.584, -0.287, 0.046], [0.299, -0.356, -0.478], [0.593, 0.466, -0.023], [-0.445, 0.256, 0.211], [0.407, -0.202, -0.375], [0.207, 0.560, 0.219], [-0.603, -0.047, -0.006]], "mulliken_spin": [0.005, 0.028, -0.012, 0.049, -0.068, 1.015, -0.015, -0.004, 0.001, 0.011, -0.006, 0.002, 0.010, 0.008, 0.009, 0.004, 0.000, -0.070, 0.011, -0.008, 0.035, 0.014, 0.000, 0.000, -0.001, -0.001, 0.000, -0.015, 0.006, 0.002, 0.000, -0.001, 0.013, -0.023, -0.001, 0.001, -0.001]}

***

No. 3
{"formula": "C11H24AsBFNO6P", "method": "ωB97M-V/def2-TZVPD", "charge": -1, "homo_lumo_gap_ev": 7.5, "e_lumo_ev": 3.0, "e_homo_ha": -0.16574, "symbols": ["C", "B", "O", "As", "C", "C", "C", "C", "C", "C", "C", "O", "O", "C", "N", "C", "C", "F", "P", "O", "O", "O", "H", "H", "H", "H", "H", "H", "H", "H", "H", "H", "H", "H", "H", "H", "H", "H", "H", "H", "H", "H", "H", "H", "H", "H"], "positions_angstrom": [[1.7760, 2.9271, 0.6416], [0.8864, 1.8549, 1.3741], [0.8616, 1.8298, 2.7397], [-0.2623, 0.4686, 0.2761], [1.1682, 0.0998, -1.1219], [2.0347, -1.1751, -1.0968], [3.2674, -0.8316, -1.9784], [1.3745, -2.3854, -1.7538], [-1.4733, -0.8910, -0.5918], [-2.8964, -1.0685, -0.1089], [-3.1613, -2.0891, 1.0939], [-3.4119, -2.2591, -0.4690], [-1.8053, 0.7322, 1.6645], [-2.0293, 1.9047, 2.0290], [-2.1913, 3.0072, 2.3698], [-1.0194, 2.0730, -0.8369], [-2.4512, 2.0233, -1.3091], [-0.2331, 2.3242, -1.9940], [0.6380, -1.2246, 1.8843], [2.0745, -0.9650, 2.2123], [0.5067, -2.7939, 1.4042], [-0.2252, -1.1903, 3.2645], [2.7212, 2.4323, 0.4036], [1.3566, 3.3745, -0.2556], [2.0283, 3.7311, 1.3369], [0.5565, 2.6876, 3.0612], [0.6111, 0.0083, -2.0544], [1.8278, 0.9559, -1.2223], [2.4860, -1.4260, -0.1400], [2.9475, -0.2742, -2.8599], [3.9427, -0.1880, -1.4136], [3.8095, -1.7268, -2.2804], [0.8026, -2.0762, -2.6309], [2.1285, -3.0897, -2.1074], [0.7165, -2.9336, -1.0853], [-1.5699, -0.6826, -1.6570], [-1.0615, -1.8909, -0.4696], [-3.5292, -0.1946, -0.0841], [-2.0610, -2.1197, 1.2717], [-3.2722, -3.1364, 1.3555], [-0.9127, 2.9922, -0.2601], [-2.6444, 2.9305, -1.8877], [-3.1479, 2.0558, -0.4745], [-2.6706, 1.1854, -1.9659], [1.2280, -3.2952, 1.8059], [0.2782, -1.6911, 3.9206]], "atomic_forces_ev_per_a": [[-0.177, 0.159, 0.146], [0.168, -0.111, 0.529], [-0.636, -0.043, -0.306], [1.467, 0.240, -2.042], [-0.326, -0.899, 0.389], [1.083, 0.201, -1.116], [-0.180, 0.196, 0.339], [-0.208, -0.158, 0.238], [-0.856, -0.076, 1.082], [-1.203, 0.592, 0.626], [2.406, -0.023, -1.564], [0.782, -0.450, 0.149], [-0.842, 0.398, 0.326], [0.216, -0.466, 0.134], [-0.041, 0.390, 0.030], [-0.322, 0.137, -0.125], [-0.137, 0.391, -0.180], [0.128, -0.162, -0.070], [0.206, 0.101, 0.337], [0.110, -0.048, -0.118], [-0.195, -0.185, 0.049], [-0.158, -0.338, -0.068], [0.034, -0.040, -0.175], [0.081, -0.178, -0.211], [-0.024, 0.051, 0.073], [0.258, 0.088, 0.296], [-0.047, 0.360, -0.107], [-0.136, 0.238, 0.199], [-0.517, -0.017, 0.332], [0.060, -0.114, -0.206], [0.103, 0.080, -0.049], [0.093, -0.022, -0.042], [-0.066, 0.031, -0.047], [0.075, -0.069, 0.077], [-0.131, 0.037, 0.043], [0.235, 0.209, -0.059], [0.502, 0.121, -0.102], [-0.307, 0.030, -0.157], [0.107, -0.689, -0.263], [-1.799, 0.381, 0.959], [0.035, -0.111, 0.338], [0.002, 0.051, -0.066], [0.017, -0.212, 0.142], [0.014, -0.181, 0.086], [0.132, -0.022, -0.069], [-0.008, 0.133, 0.220]], "nbo_charge": [-1.078, 0.898, -0.946, 1.082, -0.723, -0.253, -0.591, -0.609, -0.779, 0.219, -0.372, -0.526, -0.762, 0.595, -0.632, -0.099, -0.660, -0.416, 1.865, -1.168, -1.028, -0.990, 0.253, 0.246, 0.218, 0.507, 0.209, 0.220, 0.233, 0.193, 0.200, 0.190, 0.191, 0.192, 0.224, 0.233, 0.246, 0.196, 0.185, 0.272, 0.175, 0.207, 0.230, 0.198, 0.483, 0.472]}

***

No. 4
{"formula": "C11H24ClIN2O2PSV", "method": "ωB97M-V/def2-TZVPD", "charge": 2, "homo_lumo_gap_ev": [4.9, 5.1], "multiplicity": 3, "e_lumo_ev": [-9.2, -9.0], "de_lowest_kcal_mol": 6.2, "e_homo_ha": [-0.51685, -0.51733], "symbols": ["C", "C", "H", "H", "H", "O", "I", "V", "P", "C", "C", "H", "H", "H", "C", "H", "H", "H", "H", "H", "H", "C", "O", "Cl", "C", "N", "C", "C", "S", "N", "C", "C", "H", "H", "H", "H", "H", "H", "H", "H", "H", "H", "H", "H"], "positions_angstrom": [[-3.9294, 2.9329, -6.1261], [-3.7702, 1.7456, -5.1958], [-4.7708, 2.6973, -6.7968], [-3.0288, 3.1087, -6.7340], [-4.1641, 3.8561, -5.5746], [-4.4291, 0.7329, -5.1751], [-2.1985, 1.8390, -3.6797], [-0.1551, 0.5588, -0.3790], [1.3316, -0.6471, -1.6679], [1.5429, -2.4571, -1.5267], [0.8420, -0.4158, -3.3957], [3.0415, 1.0638, -1.6385], [3.6667, -0.4617, -2.3509], [3.4750, -0.2943, -0.5706], [3.0407, -0.0331, -1.5494], [0.6720, 0.6541, -3.5899], [1.6182, -0.8123, -4.0704], [2.2693, -2.8269, -2.2765], [0.5737, -2.9587, -1.6830], [-0.1105, -0.9382, -3.5707], [1.9039, -2.7173, -0.5168], [-0.9148, -1.0384, 0.1592], [-1.1787, -2.0677, 0.6812], [-0.6661, 2.6175, -1.0515], [-1.5297, 1.2954, 2.2652], [-0.7478, 0.3554, 3.0714], [-1.4756, -0.6149, 3.8937], [0.5542, 0.1500, 2.7756], [1.2548, 0.8524, 1.3496], [1.3328, -0.6312, 3.5461], [1.1816, -0.7266, 4.9989], [2.6318, -1.0530, 3.0302], [-2.5154, 1.3561, 2.7481], [-1.6615, 0.9442, 1.2070], [-1.0336, 2.2731, 2.2841], [-1.1537, -1.6411, 3.6761], [-1.3396, -0.3910, 4.9580], [-2.5376, -0.5166, 3.6533], [0.7560, -1.6960, 5.2748], [2.1779, -0.6622, 5.4444], [0.5596, 0.0750, 5.3969], [2.5050, -1.6065, 2.0877], [3.2862, -0.1829, 2.8536], [3.0933, -1.7178, 3.7641]], "atomic_forces_ev_per_a": [[-0.196, -0.106, -0.085], [-1.856, -2.280, -0.494], [0.316, 0.052, 0.276], [-0.173, -0.163, 0.390], [0.197, -0.390, -0.006], [1.450, 2.469, -0.198], [-0.091, 0.261, -0.290], [0.691, 5.491, -0.688], [1.964, -1.552, -1.780], [-0.349, -0.238, 0.470], [-0.398, 0.291, -0.196], [0.095, -0.292, -0.035], [-0.389, 0.105, 0.265], [-0.183, 0.049, -0.364], [0.149, 0.499, 0.322], [0.134, -0.341, -0.092], [-0.233, 0.126, 0.306], [-0.372, 0.368, 0.340], [0.383, 0.111, -0.008], [0.294, 0.139, -0.047], [-0.086, 0.058, -0.406], [-2.677, -8.664, 4.001], [1.124, 5.265, -2.812], [0.521, -1.128, 0.697], [-0.046, 0.175, 0.556], [1.103, -0.284, -0.774], [-0.410, -0.007, 0.449], [-0.753, -1.095, 1.263], [0.246, 0.042, -0.423], [-0.414, 1.193, -0.808], [-0.134, -0.354, 0.542], [0.510, -0.196, -0.383], [0.298, 0.185, -0.479], [-0.267, 0.301, 0.775], [-0.351, -0.191, -0.260], [0.011, 0.283, 0.060], [-0.257, -0.239, -0.310], [0.230, -0.123, 0.087], [0.033, 0.159, 0.035], [-0.196, 0.124, -0.093], [0.223, -0.044, -0.132], [0.089, 0.178, 0.347], [-0.135, -0.381, 0.163], [-0.092, 0.144, -0.183]], "mulliken_spin": [0.000, 0.001, 0.000, 0.000, 0.000, 0.000, 0.000, 2.037, -0.131, 0.015, 0.009, 0.002, 0.000, 0.001, 0.029, 0.000, -0.002, -0.001, -0.002, 0.000, 0.000, -0.009, 0.163, -0.005, -0.004, -0.005, 0.000, 0.021, -0.099, -0.007, 0.002, -0.001, 0.003, -0.021, 0.003, 0.000, 0.000, 0.000, -0.001, -0.001, 0.000, 0.003, -0.001, -0.001]}